# 1
This record from the OMol25 dataset describes a cluster of 6 separate species, C33H58ClF3O18S in total. The level of theory is ωB97M-V with the def2-TZVPD basis set.

As for the SMILES: CC[C@@H](Cl)[C@]1(CCCS(=O)(=O)O)OC(=O)O[C@]1(CC=O)COC(F)(F)F.CCOC(C)=O.CCOC(C)=O.CCOC(C)=O.CCOC(C)=O.CCOC(C)=O. The calculation puts the total energy at -103516.463 eV. As for the energy relative to the best compared isomer or geometry (same formula, charge and spin): 255.4 kcal/mol. The frontier orbital gap comes out at 0.359 hartree. As for the spin multiplicity: 1. The value obtained for the max |F| is 9.7 eV/A.

```
114
C33H58ClF3O18S (ωB97M-V with the def2-TZVPD basis set)
C -1.536 -0.977 -1.492
C -0.221 -1.445 -2.413
C 1.024 -0.382 -2.348
Cl 0.875 0.706 -0.817
C 2.518 -1.051 -2.423
C 3.496 -0.150 -3.382
C 3.972 1.283 -2.745
C 4.095 2.501 -3.885
S 4.887 3.956 -2.943
O 6.250 3.496 -2.326
O 5.196 5.176 -3.845
O 3.798 4.321 -1.669
O 2.323 -2.270 -3.277
C 3.412 -3.250 -3.102
O 3.938 -4.152 -3.942
O 3.850 -2.994 -1.717
C 3.132 -1.824 -1.110
C 4.334 -1.135 -0.234
C 3.830 -0.317 1.102
O 4.585 -0.477 2.222
C 2.045 -2.636 -0.138
O 2.676 -3.322 1.000
C 1.655 -3.728 2.011
F 0.746 -4.765 1.463
F 0.938 -2.587 2.627
F 2.432 -4.380 3.125
H -2.353 -1.820 -1.697
H -1.279 -1.080 -0.330
H -1.901 0.098 -1.781
H -0.624 -1.498 -3.516
H 0.029 -2.533 -2.063
H 0.916 0.353 -3.272
H 4.456 -0.715 -3.772
H 2.860 0.100 -4.360
H 5.093 1.124 -2.367
H 3.368 1.639 -1.808
H 3.064 2.778 -4.367
H 4.905 2.125 -4.664
H 4.238 5.039 -1.125
H 5.008 -2.034 0.169
H 5.057 -0.440 -0.838
H 2.901 0.392 1.171
H 1.591 -3.494 -0.832
H 1.126 -1.954 0.153
C 9.566 2.667 -1.092
C 9.054 3.774 -0.192
O 9.269 3.450 1.195
C 10.434 3.624 1.853
C 11.669 3.973 1.071
O 10.499 3.435 3.066
H 10.643 2.516 -0.978
H 9.361 2.897 -2.142
H 9.088 1.715 -0.838
H 9.480 4.752 -0.434
H 7.970 3.869 -0.323
H 12.255 3.066 0.909
H 12.257 4.689 1.654
H 11.468 4.451 0.115
C -5.501 2.616 -0.493
C -4.008 2.735 -0.254
O -3.266 2.315 -1.413
C -3.027 3.086 -2.494
C -3.747 4.397 -2.629
O -2.282 2.691 -3.390
H -5.832 3.255 -1.316
H -6.059 2.895 0.405
H -5.763 1.589 -0.769
H -3.706 3.739 0.059
H -3.721 2.060 0.560
H -4.602 4.268 -3.297
H -3.056 5.130 -3.058
H -4.087 4.816 -1.684
C 1.369 -6.834 5.139
C 0.482 -5.779 5.769
O -0.407 -6.365 6.738
C -0.068 -6.661 8.010
C 1.376 -6.590 8.417
O -0.921 -7.048 8.808
H 2.006 -7.324 5.880
H 2.011 -6.391 4.372
H 0.761 -7.621 4.680
H 1.048 -4.953 6.209
H -0.154 -5.337 4.993
H 1.801 -7.596 8.399
H 1.430 -6.188 9.434
H 1.979 -5.930 7.797
C -10.959 2.489 -2.557
C -9.726 3.364 -2.443
O -8.541 2.563 -2.277
C -7.871 1.965 -3.284
C -8.489 1.929 -4.653
O -6.800 1.399 -3.070
H -10.911 1.832 -3.429
H -11.861 3.103 -2.639
H -11.050 1.840 -1.680
H -9.614 4.055 -3.283
H -9.809 3.984 -1.543
H -8.961 0.955 -4.805
H -7.697 2.071 -5.395
H -9.218 2.717 -4.831
C -7.313 -1.157 2.256
C -6.214 -1.902 1.523
O -5.181 -0.998 1.089
C -4.180 -0.543 1.870
C -4.233 -0.799 3.350
O -3.270 0.131 1.389
H -6.939 -0.665 3.157
H -8.115 -1.842 2.545
H -7.730 -0.369 1.620
H -5.791 -2.723 2.110
H -6.631 -2.354 0.617
H -4.614 0.093 3.852
H -3.219 -1.012 3.701
H -4.839 -1.659 3.629
```


# 2
This record from the OMol25 dataset describes a cluster of 4 separate species, C33H59ClF4N5O9S3 in total. The level of theory is ωB97M-V with the def2-TZVPD basis set.

Its total charge is +1. The calculation puts the total energy at -116939.221 eV. The frontier orbital gap comes out at 0.183 hartree. As for the spin multiplicity: 1. The value obtained for the max |F| is 2.9 eV/A.

```
114
C33H59ClF4N5O9S3 (ωB97M-V with the def2-TZVPD basis set)
C 0.806 -3.175 1.115
C 1.404 -2.157 1.385
C 2.278 -1.031 1.561
C 2.089 0.007 0.389
C 2.913 -0.566 -0.775
C 2.367 -0.268 -2.181
C 1.833 -1.476 -2.925
N 1.028 -1.196 -4.104
O 2.067 -2.609 -2.634
O 0.737 -0.080 -0.003
C -0.190 0.702 0.683
C -1.494 0.666 -0.177
C -1.275 0.592 -1.688
C -2.675 0.360 -2.321
S -2.926 1.361 -3.821
C -4.429 2.262 -3.375
S -4.253 3.762 -2.761
N -5.702 1.743 -3.548
C -5.798 0.664 -4.537
C -5.761 -0.744 -3.962
O -6.860 -0.853 -3.059
C -6.514 -0.051 -1.943
C -6.407 1.437 -2.279
C -0.657 0.028 2.032
S -2.216 0.669 2.682
O -3.301 -0.114 2.196
O -2.329 2.079 2.510
N 0.249 2.096 1.003
C 0.194 3.015 -0.159
C 0.820 4.402 0.057
O 0.257 5.288 0.624
C 1.512 1.997 1.598
N 1.717 2.467 2.780
Cl 3.232 2.204 3.514
C 0.780 3.218 3.663
F -0.054 4.011 3.010
C 0.076 2.351 4.717
C 0.484 2.838 6.129
N 2.538 1.302 0.927
C 3.459 2.082 0.198
F 4.669 1.644 0.273
F 3.496 3.305 0.766
F 3.139 2.297 -1.045
H 0.266 -4.056 0.920
H 3.327 -1.322 1.581
H 2.078 -0.537 2.517
H 2.871 -1.649 -0.664
H 3.969 -0.314 -0.734
H 1.625 0.525 -2.219
H 3.205 0.108 -2.772
H 1.690 -0.846 -4.799
H 0.410 -0.407 -3.928
H -2.015 -0.242 0.101
H -2.090 1.551 0.019
H -0.665 -0.244 -2.010
H -0.884 1.522 -2.094
H -2.741 -0.685 -2.610
H -3.467 0.552 -1.600
H -5.062 0.737 -5.332
H -6.771 0.767 -5.018
H -5.980 -1.443 -4.763
H -4.830 -1.000 -3.451
H -7.311 -0.175 -1.211
H -5.603 -0.468 -1.496
H -7.398 1.885 -2.322
H -5.886 1.911 -1.452
H 0.130 -0.039 2.781
H -0.882 -0.999 1.746
H -2.124 0.408 4.020
H -0.839 3.220 -0.429
H 0.615 2.509 -1.030
H 1.807 4.622 -0.391
H 1.422 3.881 4.240
H 0.375 1.306 4.668
H -0.994 2.511 4.642
H 0.225 3.878 6.293
H 1.558 2.691 6.238
H 0.010 2.169 6.840
C 1.223 -4.383 5.873
C 2.026 -3.509 4.925
C 3.246 -2.918 5.614
O 1.197 -2.454 4.421
H 0.859 -3.799 6.723
H 0.348 -4.793 5.368
H 1.824 -5.209 6.254
H 2.340 -4.096 4.062
H 2.946 -2.287 6.456
H 3.809 -2.288 4.923
H 3.907 -3.701 5.987
H 0.908 -1.926 5.173
C 7.403 1.032 -5.580
C 6.071 0.572 -5.009
C 6.260 -0.534 -3.982
O 5.224 0.111 -6.061
H 7.909 0.207 -6.088
H 7.250 1.819 -6.319
H 8.061 1.412 -4.797
H 5.560 1.419 -4.547
H 6.728 -1.412 -4.433
H 5.291 -0.855 -3.590
H 6.882 -0.200 -3.149
H 5.658 -0.638 -6.484
C -4.708 -3.302 0.440
C -3.709 -2.566 -0.438
C -2.421 -2.270 0.312
O -4.278 -1.338 -0.900
H -4.975 -2.696 1.310
H -5.628 -3.496 -0.111
H -4.304 -4.253 0.789
H -3.489 -3.164 -1.322
H -2.626 -1.627 1.175
H -1.717 -1.735 -0.332
H -1.943 -3.183 0.665
H -4.478 -0.798 -0.125
```


# 3
This record from the OMol25 dataset describes a structure of composition C33H59N8OPb. The level of theory is ωB97M-V with the def2-TZVPD basis set.

Its total charge is +2. The calculation puts the total energy at -54375.118 eV. The frontier orbital gap (alpha / beta) comes out at 0.309 / 0.209 hartree. As for the spin multiplicity: 2. The value obtained for the max |F| is 3.4 eV/A.

```
102
C33H59N8OPb (ωB97M-V with the def2-TZVPD basis set)
Pb 2.594 -2.415 2.306
C 0.528 0.028 0.204
O 0.813 -1.039 1.091
H 1.297 0.799 0.160
H 0.470 -0.405 -0.794
H -0.353 0.630 0.427
C 5.085 3.479 2.529
C 3.589 3.583 2.552
C 2.828 2.376 2.028
C 3.343 1.120 2.546
N 3.692 0.129 3.032
H 5.471 2.736 3.227
H 5.539 4.437 2.785
H 5.577 3.171 1.606
H 3.333 4.453 1.948
H 3.230 3.800 3.558
H 2.942 2.328 0.945
H 1.770 2.509 2.258
C 0.937 -6.013 -2.596
C 0.286 -4.668 -2.546
C 1.042 -3.504 -2.051
C 1.821 -3.704 -0.824
N 2.392 -3.866 0.165
H 1.991 -5.930 -2.863
H 0.406 -6.663 -3.291
H 0.806 -6.560 -1.662
H -0.611 -4.886 -1.967
H -0.072 -4.429 -3.548
H 0.317 -2.725 -1.813
H 1.609 -3.048 -2.863
C -2.153 -2.998 0.000
C -2.407 -4.458 0.443
C -2.046 -4.667 1.953
C -0.608 -4.407 2.225
N 0.497 -4.169 2.472
H -2.807 -2.345 0.579
H -2.439 -2.812 -1.035
H -1.127 -2.641 0.077
H -1.814 -5.220 -0.063
H -3.449 -4.706 0.238
H -2.185 -5.722 2.191
H -2.746 -4.124 2.589
C -4.374 -0.562 -1.761
C -3.302 0.454 -1.370
C -2.412 0.800 -2.528
C -1.711 -0.369 -3.085
N -1.165 -1.300 -3.512
H -4.885 -0.324 -2.694
H -5.179 -0.446 -1.036
H -4.002 -1.586 -1.786
H -2.696 0.129 -0.525
H -3.724 1.330 -0.876
H -1.611 1.470 -2.218
H -3.032 1.278 -3.287
C 3.452 -0.512 -3.289
C 2.051 -0.376 -3.844
C 1.870 -0.802 -5.309
C 2.025 -2.262 -5.557
N 2.113 -3.418 -5.693
H 4.095 0.293 -3.644
H 3.804 -1.521 -3.503
H 3.482 -0.442 -2.202
H 1.854 0.689 -3.962
H 1.330 -0.888 -3.206
H 2.573 -0.269 -5.949
H 0.845 -0.583 -5.610
C 0.693 3.485 -0.919
C 1.710 3.325 -2.083
C 2.882 4.301 -2.094
C 2.397 5.670 -2.368
N 2.018 6.750 -2.588
H -0.238 2.950 -1.104
H 0.321 4.508 -0.866
H 1.033 3.151 0.062
H 1.128 3.317 -3.005
H 2.142 2.336 -1.934
H 3.603 4.030 -2.865
H 3.389 4.338 -1.130
C -2.168 2.819 2.495
C -2.650 3.926 1.566
C -2.703 5.317 2.228
C -3.502 5.339 3.458
N -4.151 5.416 4.412
H -1.118 2.890 2.780
H -2.305 1.822 2.075
H -2.773 2.773 3.400
H -3.671 3.656 1.295
H -2.106 3.982 0.624
H -3.240 6.010 1.580
H -1.696 5.673 2.448
C -2.530 -2.304 4.817
C -2.301 -1.243 3.709
C -1.057 -0.342 3.964
C 0.177 -1.052 4.241
N 1.148 -1.659 4.524
H -3.483 -2.812 4.670
H -2.683 -1.876 5.807
H -1.686 -2.994 4.822
H -3.170 -0.629 3.471
H -2.119 -1.803 2.791
H -1.291 0.343 4.779
H -0.789 0.350 3.166
```


# 4
This record from the OMol25 dataset describes a cluster of 18 separate species, C33H61Cl34N2OS in total. The level of theory is ωB97M-V with the def2-TZVPD basis set.

Its total charge is +1. The calculation puts the total energy at -476812.945 eV. The frontier orbital gap comes out at 0.195 hartree. As for the spin multiplicity: 1. The value obtained for the max |F| is 5.4 eV/A.

```
132
C33H61Cl34N2OS (ωB97M-V with the def2-TZVPD basis set)
C 3.383 -2.332 1.885
C 4.637 -3.013 1.076
C 4.554 -2.862 -0.565
N 5.295 -1.633 -1.067
S 4.435 -0.154 -0.668
C 3.593 0.327 -2.315
C 1.997 0.656 -2.130
C 1.666 1.915 -3.180
O 1.086 -0.434 -2.511
C 0.700 -1.270 -1.364
C -0.302 -0.529 -0.282
C -0.945 0.973 -0.446
C -1.916 1.656 0.691
C -2.259 0.827 2.075
C -1.621 -0.688 2.204
C -0.653 -1.410 1.096
N 5.685 0.996 -0.256
C 5.597 1.421 1.047
C 4.470 2.589 1.395
C 6.544 0.909 2.294
H 3.296 -2.819 2.947
H 3.543 -1.180 2.031
H 2.383 -2.525 1.298
H 5.685 -2.549 1.404
H 4.669 -4.156 1.335
H 5.118 -3.797 -1.038
H 3.466 -2.859 -0.997
H 6.233 -1.542 -0.616
H 4.111 1.360 -2.613
H 3.838 -0.424 -3.181
H 1.833 1.091 -1.056
H 2.207 2.913 -2.867
H 2.039 1.552 -4.254
H 0.502 2.013 -3.265
H 0.066 -2.175 -1.816
H 1.593 -1.750 -0.777
H -0.680 1.585 -1.407
H -2.334 2.758 0.512
H -2.932 1.313 2.914
H -1.855 -1.293 3.194
H -0.223 -2.506 1.271
H 3.363 2.183 1.324
H 4.615 3.424 0.567
H 4.688 3.136 2.428
H 7.603 0.507 1.916
H 6.813 1.795 3.045
H 6.025 0.084 2.963
C -6.274 0.739 3.628
Cl -5.008 -0.457 3.327
Cl -5.632 2.139 4.498
H -6.684 1.072 2.672
H -7.063 0.279 4.228
C -3.161 -2.957 -1.733
Cl -2.206 -2.684 -0.271
Cl -2.796 -4.532 -2.447
H -4.223 -2.919 -1.477
H -2.929 -2.175 -2.460
C 3.266 -2.667 6.186
Cl 4.061 -1.174 5.672
Cl 2.072 -3.195 4.994
H 4.021 -3.449 6.304
H 2.763 -2.492 7.140
C -7.204 5.510 2.902
Cl -8.063 6.570 1.778
Cl -7.146 3.851 2.295
H -6.183 5.879 3.028
H -7.720 5.519 3.865
C -8.412 10.366 3.484
Cl -7.406 9.289 4.460
Cl -7.419 11.394 2.443
H -9.076 9.764 2.860
H -9.004 11.000 4.149
C -6.817 -2.752 6.107
Cl -7.677 -1.692 4.983
Cl -6.760 -4.411 5.501
H -5.796 -2.383 6.233
H -7.333 -2.743 7.070
C -9.925 -3.827 8.982
Cl -10.645 -4.057 7.384
Cl -8.546 -2.725 8.907
H -10.678 -3.409 9.655
H -9.587 -4.794 9.363
C -0.820 -8.050 -1.643
Cl 0.446 -9.247 -1.945
Cl -0.178 -6.651 -0.774
H -1.230 -7.717 -2.600
H -1.609 -8.510 -1.044
C 2.051 -0.790 -6.481
Cl 2.846 0.703 -6.995
Cl 0.857 -1.317 -7.673
H 2.805 -1.572 -6.363
H 1.548 -0.615 -5.527
C -6.776 -1.701 -3.067
Cl -5.822 -1.428 -1.604
Cl -6.412 -3.276 -3.780
H -7.838 -1.663 -2.811
H -6.544 -0.918 -3.794
C 6.615 -6.475 -1.156
Cl 4.852 -6.610 -1.182
Cl 7.121 -4.866 -0.627
H 7.019 -7.220 -0.466
H 7.001 -6.656 -2.162
C 2.202 -3.701 -10.506
Cl 3.737 -4.321 -9.886
Cl 2.283 -3.431 -12.251
H 1.413 -4.428 -10.295
H 1.974 -2.755 -10.009
C 0.472 5.104 -5.046
Cl 1.713 3.953 -5.553
Cl -0.096 4.748 -3.410
H 0.892 6.113 -5.065
H -0.373 5.044 -5.737
C 5.651 3.335 -3.917
Cl 6.446 4.828 -4.431
Cl 4.457 2.807 -5.109
H 6.405 2.553 -3.798
H 5.148 3.510 -2.963
C 9.060 -8.051 -4.521
Cl 8.567 -8.366 -2.853
Cl 7.684 -8.169 -5.625
H 9.481 -7.044 -4.583
H 9.815 -8.785 -4.814
C 1.142 4.870 0.406
Cl -0.260 3.901 0.873
Cl 2.265 3.930 -0.584
H 0.802 5.736 -0.167
H 1.659 5.206 1.309
C -5.771 12.261 6.025
Cl -7.234 13.092 6.565
Cl -4.411 13.384 5.898
H -5.519 11.478 6.745
H -5.956 11.814 5.045
```


Among the records above, which one has the lowest max |F|?
C33H59ClF4N5O9S3


Number 4 is which compound?
C33H61Cl34N2OS


Among the records above, which one has the lowest max |F|?
C33H59ClF4N5O9S3